A single C4H5BN2O3 molecule at a distorted geometry. Source: the OMol25 dataset; level of theory: the ωB97M-V functional and the def2-TZVPD basis.

```
15
Properties=species:S:1:pos:R:3:forces:R:3
B -0.851 2.226 -0.250 -0.2 -1.6 -0.2
C 1.027 -2.290 0.300 0.7 -0.6 -0.4
C -0.326 -2.132 0.256 -3.2 0.0 0.6
C 1.855 -1.280 -0.203 -0.7 -1.2 0.6
C 0.015 -0.075 -0.593 0.1 4.1 -0.6
N -0.851 -0.921 -0.134 0.0 -0.8 -0.7
N 1.336 -0.143 -0.596 0.6 0.4 -1.0
O -0.831 1.896 1.043 1.8 0.2 1.8
O -1.346 3.331 -0.740 -0.9 2.0 -2.1
O -0.432 1.361 -1.191 1.4 -5.4 0.8
H 1.579 -3.167 0.577 -0.5 -0.6 0.3
H -1.206 -2.914 0.537 2.7 1.8 -0.5
H 2.914 -1.617 -0.253 -0.5 1.4 -0.1
H -1.550 1.576 1.534 -1.3 -0.4 0.6
H -1.332 4.149 -0.287 -0.1 0.8 0.9
```
Forces are in eV/Å.

The LUMO energy is 0.0107 Eh. The SMILES is OB(O)Oc1ncccn1. The value obtained for the energy above the lowest of the compared OMol25 structures with the same formula, charge and spin is 0.0 kJ/mol. Its gap between HOMO and LUMO is 0.385 Eh.

***

2 unconnected molecules or ions with the total composition C4H2IO2 at a distorted geometry. Source: the OMol25 dataset; level of theory: the ωB97M-V functional and the def2-TZVPD basis.

```
9
Properties=species:S:1:pos:R:3:forces:R:3
C -0.310 -0.669 1.408 0.6 0.4 -0.2
C 0.550 -0.015 0.860 0.6 1.0 -0.9
C 1.569 2.330 0.191 1.1 -3.4 1.6
C 1.492 0.776 0.157 -0.3 -1.9 0.3
O 2.567 2.638 0.833 0.8 1.7 0.1
O 0.564 2.789 -0.255 -2.3 2.8 -1.3
I 3.281 -0.264 -0.180 0.2 -0.2 -0.1
H -0.992 -1.218 1.969 -0.6 -0.5 0.4
H 0.569 0.360 -2.341 0.0 0.0 0.2
```
Forces are in eV/Å.

The LUMO energy (spin up / spin down) is 0.1082 / 0.1083 Eh. As for the total charge: -1. The value obtained for the energy above the lowest of the compared OMol25 structures with the same formula, charge and spin is 373.6 kJ/mol. Its gap between HOMO and LUMO (spin up / spin down) is 0.276 / 0.247 Eh.

***

no.,E_tot (hartree)
1,-515.59902
2,-601.64737